# C4H14NO

A 3-piece molecular cluster, C4H14NO overall at a distorted geometry (ωB97M-V with the def2-TZVPD basis set, the OMol25 dataset).

XYZ file:
```
20
C4H14NO | the OMol25 dataset | ωB97M-V with the def2-TZVPD basis set
C 0.52 -2.28 1.87
C 0.73 -2.71 0.49
N -0.18 0.86 -1.79
C -0.41 2.23 -1.53
C -1.52 2.44 -0.44
H -0.38 -2.63 2.40
H 1.38 -2.47 2.62
H 0.53 -1.15 1.90
H 1.75 -3.24 0.39
H 0.71 -1.83 -0.16
H 0.04 -3.48 0.17
H 0.39 0.31 -1.10
H 0.50 2.68 -1.12
H -0.68 2.76 -2.44
H -1.79 3.49 -0.47
H -1.18 2.09 0.53
H -2.39 1.85 -0.70
H -1.02 0.30 -1.97
H 1.97 0.47 0.83
O 1.04 0.33 0.55
```

Its net charge is +2. The spin multiplicity is 2. For the LUMO energy (alpha / beta), the calculation gives -14.67 / -11.79 eV. The highest occupied orbital energy (alpha / beta) is -20.04 / -20.39 eV.

# C4H14NO2

A 3-piece molecular cluster, C4H14NO2 overall at a distorted geometry (ωB97M-V with the def2-TZVPD basis set, the OMol25 dataset).

XYZ file:
```
21
C4H14NO2 | the OMol25 dataset | ωB97M-V with the def2-TZVPD basis set
C -0.50 0.60 -0.16
N 0.75 0.80 -0.96
C 1.86 0.50 -0.01
C 1.30 0.48 1.40
C -0.20 0.89 1.28
H -1.41 1.01 -0.59
H -0.70 -0.48 -0.13
H 0.65 1.72 -1.39
H 0.73 0.11 -1.74
H 2.72 1.15 -0.02
H 2.18 -0.50 -0.33
H 1.47 -0.49 1.85
H 1.72 1.18 2.13
H -0.33 1.88 1.70
H -0.76 0.27 1.97
H 0.47 -2.02 -3.29
H -0.47 -1.90 -2.05
O -0.12 -1.42 -2.82
H -2.54 -1.84 1.23
H -3.31 -0.80 2.07
O -2.44 -1.01 1.70
```

The spin multiplicity is 2. For the LUMO energy (alpha / beta), the calculation gives 0.82 / 0.54 eV. The highest occupied orbital energy (alpha / beta) is -2.79 / -11.19 eV.

# C4H14NO2

A 2-piece molecular cluster, C4H14NO2 overall at a distorted geometry (ωB97M-V with the def2-TZVPD basis set, the OMol25 dataset).

XYZ file:
```
21
C4H14NO2 | the OMol25 dataset | ωB97M-V with the def2-TZVPD basis set
O 1.17 -1.58 -1.09
C -0.18 -1.29 -1.33
C -0.58 0.18 -1.03
N 0.37 0.54 0.15
C 0.34 2.02 0.35
C -2.03 0.15 -0.54
H 1.66 -2.04 -1.77
H -0.44 -1.36 -2.39
H -0.77 -1.93 -0.68
H -0.41 0.98 -1.76
H 1.22 0.05 -0.15
H -0.01 0.12 1.02
H 1.13 2.49 -0.23
H -0.60 2.36 -0.06
H 0.57 2.32 1.37
H -2.23 0.01 0.52
H -2.44 -0.81 -0.88
H -2.64 0.95 -0.94
H 0.21 -0.33 3.54
H 1.59 -0.09 3.21
O 0.73 0.02 2.80
```

Its net charge is +1. For the LUMO energy, the calculation gives -2.71 eV. The highest occupied orbital energy is -15.13 eV.

# C4H14NO2

A 2-piece molecular cluster, C4H14NO2 overall at a distorted geometry (ωB97M-V with the def2-TZVPD basis set, the OMol25 dataset).

XYZ file:
```
21
C4H14NO2 | the OMol25 dataset | ωB97M-V with the def2-TZVPD basis set
C 0.65 0.87 -0.86
C -0.39 -0.03 -1.47
C -0.69 -1.25 -0.64
C -1.49 -0.91 0.68
O -2.22 0.46 0.44
N 2.12 0.21 -0.82
H 0.51 1.20 0.18
H 0.75 1.68 -1.46
H -1.19 0.69 -1.65
H -0.16 -0.29 -2.49
H 0.28 -1.89 -0.53
H -1.24 -1.78 -1.39
H -2.14 -1.73 0.94
H -0.85 -0.66 1.57
H -3.14 0.22 0.46
H 2.08 -0.23 -1.73
H 2.26 -0.43 -0.05
H 2.83 0.97 -0.65
H 0.57 0.78 2.15
H 1.85 0.57 3.09
O 1.50 0.47 2.19
```

Its net charge is +1. For the LUMO energy, the calculation gives -3.26 eV. The highest occupied orbital energy is -14.13 eV.

# C4H14NO2

A 2-piece molecular cluster, C4H14NO2 overall at a distorted geometry (ωB97M-V with the def2-TZVPD basis set, the OMol25 dataset).

XYZ file:
```
21
C4H14NO2 | the OMol25 dataset | ωB97M-V with the def2-TZVPD basis set
C 0.10 -0.53 1.54
C -0.65 0.72 1.16
C -0.67 0.98 -0.37
C -1.38 -0.11 -1.15
O -2.02 -1.02 -0.25
N 1.47 -0.39 0.92
H -0.54 -1.38 1.16
H 0.26 -0.74 2.72
H -1.66 0.69 1.53
H -0.32 1.67 1.69
H 0.41 0.95 -0.81
H -1.01 1.96 -0.63
H -2.13 0.20 -1.89
H -0.71 -0.87 -1.60
H -2.82 -0.63 0.07
H 1.74 0.62 1.12
H 1.26 -0.60 -0.14
H 2.04 -1.02 1.42
H 1.63 0.21 -2.59
H 2.87 -0.60 -2.19
O 2.14 -0.11 -1.73
```

Its net charge is +1. For the LUMO energy, the calculation gives -3.19 eV. The highest occupied orbital energy is -14.14 eV.

# C4H14NO2

A 2-piece molecular cluster, C4H14NO2 overall at a distorted geometry (ωB97M-V with the def2-TZVPD basis set, the OMol25 dataset).

XYZ file:
```
21
C4H14NO2 | the OMol25 dataset | ωB97M-V with the def2-TZVPD basis set
C 1.39 -1.03 -0.01
C 0.21 -0.13 0.23
C -0.16 0.70 -1.02
C 0.82 1.49 -1.80
O -1.29 1.49 -0.58
N 0.47 0.81 1.45
H 1.24 -1.63 -0.92
H 2.27 -0.41 -0.23
H 1.56 -1.75 0.79
H -0.72 -0.70 0.35
H -0.75 0.00 -1.70
H 1.50 0.87 -2.39
H 0.38 1.89 -2.73
H 1.34 2.19 -1.15
H -1.53 2.16 -1.28
H -0.21 1.58 1.47
H 0.34 0.28 2.31
H 1.39 1.23 1.27
H -2.35 -3.59 1.70
H -3.40 -2.61 1.96
O -2.50 -2.82 2.27
```

Its net charge is +2. The spin multiplicity is 2. For the LUMO energy (alpha / beta), the calculation gives -7.68 / -14.52 eV. The highest occupied orbital energy (alpha / beta) is -17.22 / -17.17 eV.

# C4H14NO2S

A 2-piece molecular cluster, C4H14NO2S overall at a distorted geometry (ωB97M-V with the def2-TZVPD basis set, the OMol25 dataset).

XYZ file:
```
22
C4H14NO2S | the OMol25 dataset | ωB97M-V with the def2-TZVPD basis set
C -1.81 -0.57 -0.95
O -1.57 0.19 -2.14
C -0.42 -0.86 -0.26
C -0.31 -0.28 1.12
C 0.62 -0.98 2.08
S 2.36 -1.17 1.46
N 0.67 -0.28 -1.14
H -2.24 -1.54 -1.18
H -2.36 0.09 -0.31
H -2.18 -0.01 -2.85
H -0.22 -1.92 -0.30
H -1.23 -0.05 1.67
H 0.03 0.75 1.03
H 0.36 -2.03 2.22
H 0.68 -0.51 3.06
H 2.77 0.04 1.87
H 1.61 -0.64 -0.93
H 0.40 -0.48 -2.10
H 0.71 0.73 -1.04
H 0.84 3.56 -1.12
H 0.46 3.15 0.31
O 0.85 2.81 -0.50
```

Its net charge is +1. For the LUMO energy, the calculation gives -2.80 eV. The highest occupied orbital energy is -13.00 eV.

# C4H14NO3

A 3-piece molecular cluster, C4H14NO3 overall at a distorted geometry (ωB97M-V with the def2-TZVPD basis set, the OMol25 dataset).

XYZ file:
```
22
C4H14NO3 | the OMol25 dataset | ωB97M-V with the def2-TZVPD basis set
C -2.06 1.29 -2.53
C -1.62 0.50 -1.16
C -0.64 1.34 -0.28
C -0.66 1.24 1.25
O 0.70 1.08 1.68
N -0.99 -0.76 -1.57
H -2.69 2.16 -2.29
H -2.64 0.45 -3.08
H -1.15 1.64 -3.08
H -2.48 0.25 -0.48
H -0.78 2.35 -0.54
H 0.50 1.06 -0.39
H -1.05 0.24 1.72
H -0.97 2.19 1.76
H -0.26 -0.84 -0.89
H -0.63 -0.65 -2.56
H 2.51 -1.84 1.18
H 3.79 -2.27 1.80
O 3.32 -2.52 1.06
H 1.20 0.11 1.43
H 0.69 -2.24 1.43
O 1.08 -1.50 1.18
```

Its net charge is -1. For the LUMO energy, the calculation gives 3.59 eV. The highest occupied orbital energy is -4.50 eV.

# C4H14NO3

A 3-piece molecular cluster, C4H14NO3 overall at a distorted geometry (ωB97M-V with the def2-TZVPD basis set, the OMol25 dataset).

XYZ file:
```
22
C4H14NO3 | the OMol25 dataset | ωB97M-V with the def2-TZVPD basis set
C 1.51 -0.26 -0.61
O 2.64 -0.11 0.30
C 0.13 -0.38 0.13
C -1.06 -0.40 -0.83
C -2.32 -0.28 -0.01
O -2.29 -1.35 0.93
N 0.14 0.91 1.02
H 1.52 0.47 -1.42
H 1.72 -1.26 -1.04
H 2.21 0.36 1.08
H 0.14 -1.33 0.71
H -1.04 0.40 -1.57
H -0.94 -1.36 -1.38
H -2.13 0.65 0.56
H -3.25 -0.18 -0.60
H -3.00 -1.17 1.65
H 4.85 -4.23 0.55
H -0.21 0.62 1.98
H 5.39 -3.78 0.39
H 0.54 3.10 -1.34
H 0.17 2.13 -0.09
O 0.09 2.34 -1.07
```

Its net charge is +1. For the LUMO energy, the calculation gives -9.89 eV. The highest occupied orbital energy is -15.18 eV.

# C4H14NO3

A 3-piece molecular cluster, C4H14NO3 overall at a distorted geometry (ωB97M-V with the def2-TZVPD basis set, the OMol25 dataset).

XYZ file:
```
22
C4H14NO3 | the OMol25 dataset | ωB97M-V with the def2-TZVPD basis set
O -0.36 -0.15 2.29
C -0.40 -1.15 1.67
C -0.88 -1.09 0.23
N 0.17 -0.27 -0.51
C -0.10 -0.03 -2.09
C -2.27 -0.54 -0.04
H -0.14 -2.03 2.19
H -0.77 -2.02 -0.34
H 0.25 0.62 0.12
H 1.09 -0.61 -0.65
H -0.08 -0.97 -2.53
H 0.68 0.53 -2.67
H -1.03 0.68 -2.30
H -2.19 0.48 -0.41
H -2.95 -0.41 0.84
H -2.83 -1.15 -0.68
H 3.77 -0.39 -1.40
H 3.20 1.01 -1.47
O 2.94 0.08 -1.63
H -0.56 2.35 1.48
H 0.94 2.73 1.08
O 0.09 2.31 0.80
```

Its net charge is +1. For the LUMO energy, the calculation gives -3.21 eV. The highest occupied orbital energy is -14.25 eV.

# C4H14NO3

A 3-piece molecular cluster, C4H14NO3 overall at a distorted geometry (ωB97M-V with the def2-TZVPD basis set, the OMol25 dataset).

XYZ file:
```
22
C4H14NO3 | the OMol25 dataset | ωB97M-V with the def2-TZVPD basis set
C 0.14 2.83 0.17
C 0.51 1.46 -0.40
C -0.49 0.66 -1.00
C -0.09 -0.79 -1.29
O 0.87 -1.30 -0.84
N 0.93 0.74 0.93
H -0.80 3.23 -0.23
H 0.78 3.75 0.07
H -0.29 2.75 1.12
H 1.38 1.57 -0.99
H -0.66 1.14 -2.00
H -1.42 0.60 -0.36
H -0.56 -1.21 -2.09
H -0.03 0.91 1.57
H 1.80 1.02 1.33
H 0.89 -0.31 0.85
H 0.59 -2.45 2.95
H 1.72 -1.50 2.77
O 0.83 -1.55 2.70
H -3.28 -1.65 -1.30
H -2.07 -2.49 -0.99
O -2.33 -1.58 -1.13
```

Its net charge is +1. For the LUMO energy, the calculation gives -3.00 eV. The highest occupied orbital energy is -13.71 eV.

# C4H14NO3

A 4-piece molecular cluster, C4H14NO3 overall at a distorted geometry (ωB97M-V with the def2-TZVPD basis set, the OMol25 dataset).

XYZ file:
```
22
C4H14NO3 | the OMol25 dataset | ωB97M-V with the def2-TZVPD basis set
C -1.82 -0.91 1.41
C -0.47 -0.56 1.02
C -0.05 0.57 0.46
N 1.42 0.76 0.36
C 1.94 1.10 -0.74
H -2.04 -1.80 2.02
H -2.38 -0.12 1.94
H -2.36 -1.14 0.43
H 0.32 -1.32 1.24
H -0.60 1.39 0.06
H 2.07 0.48 1.14
H 3.03 1.29 -0.78
H 1.55 1.63 -1.62
H 2.29 -0.85 2.69
H 3.65 -0.81 2.13
O 2.96 -0.20 2.41
H -0.95 2.17 -2.67
H 0.14 1.59 -3.51
O 0.00 2.01 -2.65
H -3.14 -2.45 -1.53
H -2.96 -1.16 -2.28
O -2.61 -1.65 -1.53
```

Its net charge is +1. For the LUMO energy, the calculation gives -4.11 eV. The highest occupied orbital energy is -13.46 eV.